(1)
Entry from the OMol25 dataset: 2 unconnected molecules or ions with the total composition C6H16N (ωB97M-V with the def2-TZVPD basis set).

```
23
Properties=species:S:1:pos:R:3
H 0.57 2.85 -2.53
H 2.83 -1.47 -0.08
C -1.89 1.33 0.81
C -0.30 -2.50 1.08
H -1.14 2.42 -2.39
H -0.54 -3.13 0.22
H 1.32 -0.66 -0.45
C 1.75 -1.62 -0.15
H 1.36 -1.49 1.98
H 1.73 -3.09 1.39
H 0.09 1.15 -2.57
H -0.64 0.10 -0.21
C 0.04 2.05 -0.61
C -0.13 2.12 -2.12
H 1.56 -2.31 -0.97
N -0.85 1.05 -0.02
H -0.64 -3.04 1.96
C 1.18 -2.17 1.15
H -0.94 -1.62 0.98
H -0.22 3.00 -0.14
H -2.06 2.36 1.10
H -2.51 0.52 1.15
H 1.06 1.78 -0.33
```

Calculated total energy ... -7969.7748 eV
Multiplicity ... 2
<S²> ... 0.75

The computed natural (NBO) charges, all in e, follow:
1. H 0.207
2. H 0.212
3. C -0.334
4. C -0.604
5. H 0.214
6. H 0.200
7. H 0.187
8. C -0.601
9. H 0.201
10. H 0.197
11. H 0.203
12. H 0.381
13. C -0.210
14. C -0.612
15. H 0.202
16. N -0.586
17. H 0.213
18. C -0.399
19. H 0.194
20. H 0.198
21. H 0.172
22. H 0.180
23. H 0.186


(2)
Entry from the OMol25 dataset: a molecular structure, C40H26F5O2S3Sc (ωB97M-V with the def2-TZVPD basis set).

```
77
Properties=species:S:1:pos:R:3
F -6.80 3.78 -2.17
H 6.49 -4.89 -1.97
C 1.91 4.79 0.59
H 4.10 -5.16 -1.54
C 3.60 -0.80 1.39
C -6.10 0.81 4.15
C 1.61 2.93 -0.91
H 0.30 -3.14 3.60
C -2.95 1.66 2.20
C 2.94 -2.83 3.20
H -6.08 1.73 4.72
O 0.09 -1.42 -2.87
C -5.94 2.81 -2.44
H 2.02 5.86 0.76
C 4.58 -1.54 1.98
H 5.59 -1.51 -3.20
C 3.56 -1.46 -2.56
C -5.52 0.55 -3.11
C 1.19 -0.31 1.09
C 1.81 2.56 1.50
C -6.42 1.57 -2.83
H 3.43 -0.42 -2.84
H 1.39 3.10 -3.05
H -1.50 -1.82 2.58
H 6.35 -4.45 -3.67
H 3.85 -0.01 0.69
H -7.02 0.79 3.57
F -3.28 -0.20 -3.26
C 3.94 -4.12 -1.82
C -4.04 1.77 3.05
S -1.29 0.41 0.57
H -2.28 2.51 2.05
Sc -1.30 -0.04 -2.59
C 1.75 4.32 -0.68
F -7.71 1.35 -2.93
H 7.14 -3.34 -2.54
C 1.65 2.04 0.20
F -5.94 -0.65 -3.48
C 1.31 0.19 -1.31
C 6.32 -4.06 -2.65
H 2.69 -3.62 3.90
H 1.91 -4.09 -1.14
C -3.65 2.05 -2.61
O -1.72 -0.41 -0.73
H 1.72 4.99 -1.53
C 4.24 -2.57 2.90
C 1.95 3.90 1.69
S -1.90 2.35 -2.52
S 0.98 -1.54 -1.57
H 1.84 1.88 2.35
C 0.53 -2.35 2.90
C 1.90 -2.08 2.60
C 1.41 2.41 -2.21
C -0.13 -0.60 1.41
C 2.53 -2.20 -1.98
H 1.24 0.68 -3.44
C 4.99 -3.41 -2.40
C 4.78 -2.07 -2.76
C -4.19 0.84 -2.98
H -6.13 -0.03 4.84
H -4.22 2.70 3.57
C -4.58 3.04 -2.33
C 1.26 1.07 -2.43
C 2.23 -1.05 1.69
C -4.68 -0.49 2.53
H 5.04 -3.14 3.36
H 5.62 -1.34 1.76
C -4.91 0.70 3.23
C 1.45 0.65 -0.03
H -3.45 -1.54 1.13
H -5.37 -1.31 2.64
C -0.47 -1.62 2.32
C -2.73 0.46 1.55
C 2.71 -3.53 -1.61
H 2.08 4.30 2.68
C -3.60 -0.62 1.69
F -4.17 4.25 -1.95
```

Calculated total energy ... -112778.8148 eV
Total charge ... +2

The computed Löwdin charges, all in e, follow:
1. F 0.169
2. H 0.088
3. C -0.026
4. H 0.129
5. C -0.006
6. C -0.025
7. C -0.129
8. H 0.132
9. C -0.052
10. C -0.006
11. H 0.086
12. O -0.535
13. C -0.123
14. H 0.123
15. C -0.037
16. H 0.130
17. C -0.036
18. C -0.139
19. C -0.176
20. C 0.007
21. C -0.122
22. H 0.114
23. H 0.140
24. H 0.111
25. H 0.103
26. H 0.124
27. H 0.098
28. F -0.030
29. C -0.007
30. C -0.007
31. S 1.165
32. H 0.119
33. Sc 0.963
34. C 0.005
35. F 0.171
36. H 0.090
37. C -0.099
38. F 0.163
39. C -0.364
40. C -0.023
41. H 0.126
42. H 0.121
43. C -0.498
44. O -0.548
45. H 0.130
46. C -0.035
47. C -0.024
48. S 0.725
49. S 1.160
50. H 0.128
51. C 0.019
52. C -0.131
53. C -0.009
54. C -0.300
55. C -0.390
56. H 0.126
57. C -0.229
58. C -0.004
59. C -0.167
60. H 0.095
61. H 0.127
62. C -0.226
63. C -0.146
64. C -0.108
65. C -0.008
66. H 0.119
67. H 0.118
68. C -0.233
69. C -0.176
70. H 0.124
71. H 0.131
72. C -0.020
73. C -0.407
74. C -0.055
75. H 0.122
76. C -0.066
77. F 0.120


(3)
Entry from the OMol25 dataset: a gas-phase ion, C5H10NO (charge +1) (ωB97M-V with the def2-TZVPD basis set).

```
17
Properties=species:S:1:pos:R:3
H -0.88 -0.17 -2.05
H -0.67 2.03 1.30
C 0.94 -0.65 1.05
C -0.39 -1.30 0.79
O -0.92 1.13 0.88
H 1.39 1.12 -1.92
H 2.59 0.23 -0.32
C 0.90 0.55 -1.14
N -0.53 0.76 -1.60
H 1.72 -1.14 1.66
H -0.82 -1.39 -0.24
H -0.65 -2.17 1.42
H -0.30 1.39 -2.37
C -0.36 0.02 1.52
H -0.71 0.06 2.52
H -1.12 1.04 -0.83
C 1.56 0.00 -0.16
```

Calculated total energy ... -8875.3972 eV
SMILES ... [NH3+]/C=C\[C@@H]1C[C@@H]1O
Total charge ... +1

The computed natural (NBO) charges, all in e, follow:
1. H 0.448
2. H 0.518
3. C -0.307
4. C -0.423
5. O -0.752
6. H 0.197
7. H 0.266
8. C -0.086
9. N -0.726
10. H 0.269
11. H 0.203
12. H 0.263
13. H 0.448
14. C 0.102
15. H 0.222
16. H 0.478
17. C -0.122


(4)
Entry from the OMol25 dataset: a single CH3NOS2 molecule (ωB97M-V with the def2-TZVPD basis set).

```
8
Properties=species:S:1:pos:R:3
N -0.12 -0.21 0.16
O 2.02 -1.46 -0.74
H -0.05 -1.26 -1.55
H -1.71 -0.57 -0.96
H 1.63 -1.03 1.75
C -0.66 -0.66 -0.87
S 2.72 1.18 0.13
S 1.72 -0.48 0.20
```

Calculated total energy ... -26290.3495 eV
SMILES ... C=N[S@@H](=O)=S

The computed natural (NBO) charges, all in e, follow:
1. N -0.544
2. O -0.924
3. H 0.188
4. H 0.197
5. H 0.069
6. C -0.051
7. S -0.380
8. S 1.446


(5)
Entry from the OMol25 dataset: 2 unconnected molecules or ions with the total composition C5H7N (ωB97M-V with the def2-TZVPD basis set).

```
13
Properties=species:S:1:pos:R:3
C -0.47 -1.09 1.58
H -2.27 1.20 -1.25
C -0.29 0.96 -0.57
H 1.83 0.93 -0.97
H 0.99 -0.57 -1.38
N 1.93 -0.69 1.64
C -1.31 0.70 -1.37
C 1.37 -0.33 0.67
H -1.24 -0.06 -2.15
H -0.58 -0.75 2.63
H -0.38 1.68 0.24
C 1.03 0.25 -0.65
H -0.42 -2.20 1.68
```

Calculated total energy ... -6783.0893 eV

The computed natural (NBO) charges, all in e, follow:
1. C -0.303
2. H 0.206
3. C -0.147
4. H 0.256
5. H 0.252
6. N -0.322
7. C -0.377
8. C 0.329
9. H 0.191
10. H 0.125
11. H 0.209
12. C -0.538
13. H 0.120